(1)
{
  "formula": "C9H12N4O",
  "method": "the ωB97M-V functional and the def2-TZVPD basis",
  "total_energy_ev": -17535.1893,
  "charge": 0,
  "smiles": "OCCNC1=NCc2cccnc2N1",
  "symbols": ["O", "C", "C", "N", "C", "N", "C", "C", "C", "C", "C", "N", "C", "N", "H", "H", "H", "H", "H", "H", "H", "H", "H", "H", "H", "H"],
  "xyz": [[-2.20494, -2.21255, -0.19941], [-3.41593, -1.54212, -0.42188], [-3.02433, -0.13539, -0.82346], [-2.19368, 0.56097, 0.14719], [-0.83581, 0.70200, 0.07471], [-0.45876, 1.76662, 0.69332], [0.96310, 2.08468, 0.80369], [1.83824, 0.90431, 0.49076], [3.22129, 0.90671, 0.73207], [3.93705, -0.23172, 0.32501], [3.22348, -1.26774, -0.30298], [1.88868, -1.25479, -0.58291], [1.24336, -0.16694, -0.18075], [-0.06214, -0.13427, -0.56379], [-1.72285, -1.79005, 0.57985], [-3.98353, -1.51755, 0.52922], [-4.00234, -1.98831, -1.24239], [-3.91652, 0.44165, -0.94035], [-2.49014, -0.20742, -1.80461], [-2.55048, 1.45359, 0.49133], [1.21687, 2.92308, 0.13472], [1.17979, 2.43880, 1.84089], [3.74428, 1.72948, 1.21383], [5.02910, -0.33199, 0.45032], [3.82343, -2.09922, -0.62335], [-0.44721, -1.03185, -0.82104]],
  "atomic_forces_ev_per_a": [[1.53, -0.66, 1.15], [0.22, 1.06, 0.84], [0.48, 0.12, -0.86], [-1.30, -0.74, -0.20], [-1.69, 4.13, 2.08], [1.03, 0.32, 0.29], [-0.33, 0.04, 0.46], [0.67, 0.67, 0.06], [-0.51, -1.34, -0.44], [-0.46, -0.11, -0.21], [-0.36, 0.92, 0.16], [2.08, 0.03, 0.60], [2.42, -0.46, -0.26], [-0.02, -2.10, -1.18], [-1.34, -0.77, -1.34], [-0.16, -0.07, -0.56], [0.43, -0.22, 0.49], [-0.59, 0.55, -0.37], [-0.47, 0.14, 0.56], [0.05, -0.63, -0.08], [-0.09, -0.11, 0.09], [-0.20, -0.16, -0.67], [-0.35, 0.01, -0.06], [-0.78, 0.11, -0.02], [-0.29, -0.56, -0.23], [0.02, -0.18, -0.30]]
}

(2)
{
  "formula": "C3H2O2S3",
  "method": "the ωB97M-V functional and the def2-TZVPD basis",
  "total_energy_ev": -39741.4047,
  "charge": 0,
  "smiles": "O=C(O)C(=S)C(=S)S",
  "symbols": ["O", "C", "O", "C", "S", "C", "S", "S", "H", "H"],
  "xyz": [[-1.12044, 1.04397, 0.95247], [-1.10067, -0.09653, 0.35569], [-2.02524, -1.05414, 0.31196], [0.27685, -0.33059, -0.45641], [0.52622, -1.45985, -1.77970], [1.27659, 0.44294, 0.44864], [1.73323, -0.38808, 1.76635], [1.67720, 1.89027, -0.26905], [-1.83447, -1.83003, -0.16027], [0.59074, 1.78203, -1.16969]],
  "atomic_forces_ev_per_a": [[-1.24, -5.60, -2.47], [1.66, 3.41, 0.34], [-0.71, 3.46, 2.04], [-0.60, -2.68, -0.09], [-0.70, 3.19, 3.47], [-0.61, -2.66, -1.25], [0.16, 0.56, -0.31], [-0.55, 1.37, -1.13], [1.20, -1.53, -1.40], [1.39, 0.48, 0.80]]
}

For reference, ΔE to the lowest compared entry with this formula, charge and spin by record: 0.132, 1.922 eV.